[1]
Computed, not measured: a structure of composition C3H9NO2 at a distorted geometry, with ωB97M-V/def2-TZVPD.

Summary:
E = -8839.4567 eV
E_LUMO = 0.6152 eV
Net charge = 0
Highest occupied orbital energy = -10.051 eV
Molecular weight = 91.1 g mol⁻¹
Max |F| = 6.97 eV Å⁻¹

```
15
C3H9NO2, DFT ωB97M-V/def2-TZVPD
C 0.81817 1.47674 -0.00870
C -0.07498 0.07557 -0.12280
C -2.25075 -0.86062 0.13975
H 3.27733 -1.69303 0.29738
H 2.12474 -0.50012 -0.45585
H 0.08579 2.31630 -0.63799
H 1.72913 1.35110 -0.65972
H 1.17537 1.64972 1.11898
H -1.71425 1.31575 0.29595
H -1.50451 -1.66623 -0.02895
H -2.75422 -0.95383 0.99592
H -3.04257 -1.05601 -0.61319
N -1.49641 0.26634 -0.10948
O 3.20439 -0.69295 0.10273
O 0.42278 -1.02874 -0.31403
```

[2]
Computed, not measured: a cluster of 2 separate species, C4H8O5 in total at a distorted geometry, with ωB97M-V/def2-TZVPD.

Summary:
E = -14511.4452 eV
E_LUMO = 0.5331 eV
Net charge = 0
Highest occupied orbital energy = -8.522 eV
Molecular weight = 136.1 g mol⁻¹
Max |F| = 6.00 eV Å⁻¹

```
17
C4H8O5, DFT ωB97M-V/def2-TZVPD
C -2.51321 -0.53359 0.03186
C -1.65781 0.01743 -0.80297
C 0.28496 0.69526 0.01683
C 1.22000 -0.45198 -0.02112
O 0.05725 1.13576 1.33888
O 0.32070 1.75441 -0.94614
O 0.68733 -1.39837 0.82021
O 2.55534 -0.19013 0.28693
O 1.20275 -0.94548 -1.32633
H -3.52987 -0.86952 -0.17727
H -2.43327 -0.38146 1.10620
H -1.60862 0.31128 -1.87440
H -0.57970 1.81970 1.26977
H 1.15859 2.00260 -1.29184
H 0.52328 -1.05460 1.73266
H 2.66199 -0.08527 1.22691
H 1.65029 -1.82604 -1.39017
```

[3]
Computed, not measured: a structure of composition C31H33F12MgN4O2, with ωB97M-V/def2-TZVPD.

Summary:
E = -80799.2030 eV
E_LUMO = 2.5371 eV
Net charge = -1
Highest occupied orbital energy = -4.042 eV
Molecular weight = 745.9 g mol⁻¹
Max |F| = 0.67 eV Å⁻¹

```
83
C31H33F12MgN4O2, DFT ωB97M-V/def2-TZVPD
Mg -0.00029 0.82901 0.20110
C 0.99096 -5.54614 2.48588
C 0.46402 -4.36828 1.71141
C -0.88915 -4.03405 1.71354
C -1.34733 -2.93819 1.02037
C -0.48707 -2.11145 0.27389
N -0.91331 -0.98271 -0.37715
C -2.06366 -1.04614 -1.13912
C -2.55484 -2.29113 -1.58299
C -3.70145 -2.41994 -2.33676
C -4.43530 -1.30441 -2.71389
C -5.68119 -1.41451 -3.54965
C -3.93758 -0.06880 -2.32907
C -2.77234 0.10006 -1.58962
C -2.26140 1.51953 -1.27291
O -0.92570 1.62714 -1.25542
C -2.74153 2.57141 -2.32632
F -4.05241 2.90030 -2.25665
F -2.07887 3.72223 -2.19463
F -2.51864 2.14964 -3.57862
C -2.87309 1.93904 0.10243
F -2.28555 1.21051 1.08998
F -2.67299 3.22163 0.41507
F -4.18423 1.70581 0.21978
C 0.88279 -2.46706 0.24171
C 1.32238 -3.57390 0.96767
C 1.80682 -1.67159 -0.68381
O 1.83503 -0.31641 -0.30749
C 1.32835 -1.81202 -2.18903
F 0.74419 -0.71714 -2.64087
F 0.50474 -2.84325 -2.34969
F 2.36618 -2.04477 -3.02226
C 3.26879 -2.18606 -0.60798
F 4.11034 -1.46884 -1.36430
F 3.39175 -3.45693 -1.00294
F 3.76068 -2.09470 0.63384
H 0.17337 -6.11766 2.92371
H 1.64753 -5.23220 3.29980
H 1.56327 -6.22058 1.84679
H -1.58856 -4.63483 2.28400
H -2.39863 -2.67984 1.04144
H -2.00198 -3.18302 -1.32143
H -4.02630 -3.40916 -2.64150
H -6.13914 -2.39833 -3.44223
H -5.46974 -1.26442 -4.61099
H -6.41989 -0.66719 -3.25643
H -4.49580 0.80478 -2.63287
H 2.36239 -3.86633 0.95965
C -0.28523 -0.94289 3.36741
N 0.39266 0.16241 2.71035
C 1.82761 -0.06476 2.72799
C 0.08137 1.40170 3.41510
C 0.54965 2.63644 2.68556
C 0.84695 3.77560 3.42828
C 1.08254 4.98206 2.78609
C 0.98443 5.03291 1.40245
C 0.71194 3.87164 0.68645
C 0.53267 2.61741 1.28620
H -0.01265 -1.00249 4.43556
H -0.01707 -1.88158 2.88937
H -1.36416 -0.81214 3.29164
H 2.20587 -0.12389 3.76288
H 2.33258 0.75739 2.22310
H 2.05998 -0.99572 2.21427
H 0.48375 1.37422 4.44569
H -1.00895 1.44646 3.50247
H 0.86781 3.72683 4.51333
H 1.31135 5.87368 3.35859
H 1.11854 5.97557 0.88308
H 0.60774 3.95658 -0.39014
N 3.95815 1.27707 -0.85895
C 3.98556 2.28775 -1.93266
C 2.62337 2.95217 -2.03248
N 1.70391 2.15552 -2.83379
H 4.81633 0.73747 -0.83862
H 2.58073 0.23626 -0.68394
H 3.87424 1.74868 0.03846
H 4.21695 1.77749 -2.87087
H 4.76376 3.03910 -1.75651
H 2.72486 3.94142 -2.48865
H 2.27133 3.11697 -1.00601
H 1.82694 1.16856 -2.64261
H 0.73886 2.34503 -2.57452
```

[4]
Computed, not measured: a structure of composition CNa9O7S at a distorted geometry, with ωB97M-V/def2-TZVPD.

Summary:
E = -65896.2068 eV
E_LUMO = -13.0918 eV
Net charge = +5
Highest occupied orbital energy = -14.290 eV
Molecular weight = 363.0 g mol⁻¹
Max |F| = 6.91 eV Å⁻¹

```
18
CNa9O7S, DFT ωB97M-V/def2-TZVPD
Na -2.98821 -5.51298 -0.96672
Na 3.46041 -3.02321 -4.40917
Na 2.42417 -6.38927 0.91396
Na 3.99809 -4.13539 5.92875
Na 3.74043 1.91221 3.51965
Na -2.31684 2.72594 2.21296
Na -1.66402 0.22475 -2.85752
Na -1.46622 -3.03985 4.13889
Na 6.73350 -2.50577 1.00625
C 1.41348 -1.56217 0.38938
O 2.15795 -2.01371 1.28021
O 0.85780 -0.49168 0.53024
O 1.05660 -2.24784 -0.55649
S -3.50987 5.21312 -2.24495
O -3.62389 5.34969 -3.72728
O -2.19016 4.68207 -1.88094
O -3.64737 6.54193 -1.66006
O -4.43577 4.27208 -1.61724
```

[5]
Computed, not measured: the ion C7H10ClN2O with charge +1 at a distorted geometry, with ωB97M-V/def2-TZVPD.

Summary:
E = -24960.0169 eV
E_LUMO (alpha / beta) = -6.3053 / -6.3047 eV
Net charge = +1
Highest occupied orbital energy (alpha / beta) = -13.265 / -13.265 eV
Molecular weight = 173.6 g mol⁻¹
Max |F| = 4.78 eV Å⁻¹

```
21
C7H10ClN2O, DFT ωB97M-V/def2-TZVPD
C 0.09737 -1.29910 -0.53546
C 1.07266 -0.41840 0.01734
C 0.80663 0.92392 0.01377
C 2.49033 -1.00302 0.20124
C -1.34166 -1.00898 -0.74492
C -1.83793 0.21464 0.05783
C -1.44783 2.61707 0.17677
N -1.11790 1.38115 -0.40520
N 2.74578 -2.32095 0.48214
O 3.37295 -0.26233 -0.07073
Cl 1.73665 2.21473 0.20675
H 0.30146 -2.35729 -0.68584
H -1.37195 -0.75809 -1.81952
H -1.87139 -1.89909 -0.48886
H -2.90106 0.29029 -0.11189
H -1.74006 0.05873 1.07499
H -1.79267 2.74879 1.28199
H -2.47988 2.73193 -0.36946
H -0.68533 3.27550 -0.21058
H 2.20672 -2.71855 1.24676
H 3.75711 -2.41091 0.68286
```

[6]
Computed, not measured: a cluster of 2 separate species, CH3Br2ClOSi in total at a distorted geometry, with ωB97M-V/def2-TZVPD.

Summary:
E = -163620.8576 eV
E_LUMO = 0.3708 eV
Net charge = 0
Highest occupied orbital energy = -10.344 eV
Molecular weight = 254.4 g mol⁻¹
Max |F| = 3.22 eV Å⁻¹

```
9
CH3Br2ClOSi, DFT ωB97M-V/def2-TZVPD
C -0.86531 -0.14739 -0.57130
O -0.44885 -0.31942 0.52636
Si 4.01517 -0.08803 0.56859
Cl 4.97788 0.16286 2.37369
Br 5.20869 -1.47084 -0.68905
Br 3.60956 1.78731 -0.49114
H -1.84168 -0.28609 -0.99722
H -0.10726 0.14728 -1.36088
H 2.85378 -0.75338 1.01824
```